No. 1
ORCA calculation (ωB97M-V/def2-TZVPD) on a single CHBr2Cl2P molecule in a non-equilibrium geometry.

Computed properties:
max |F|	3.2	eV/A
orbital gap	9.2	eV
LUMO energy	-0.91	eV
structure (SMILES)	ClP(Cl)C(Br)Br
E_tot	-6448.48163	Ha
HOMO level	-10.15	eV

Positions of all 7 atoms, in Å:
C: -0.201 -0.515 -0.303
P: 0.206 0.590 1.150
Cl: 0.202 2.387 0.354
Cl: 2.178 0.140 1.006
Br: -2.459 -0.244 -0.586
Br: 0.064 -2.409 -0.407
H: 0.010 0.052 -1.214

=====

No. 2
ORCA calculation (ωB97M-V/def2-TZVPD) on 2 unconnected molecules or ions with the total composition CHBr2FS in a non-equilibrium geometry.

Computed properties:
max |F|	1.7	eV/A
orbital gap	9.2	eV
LUMO energy	-0.49	eV
structure (SMILES)	FC(=S)Br.Br
E_tot	-5684.74860	Ha
HOMO level	-9.70	eV

Positions of all 6 atoms, in Å:
C: -1.171 -1.668 0.334
F: -1.208 -1.253 1.561
S: 0.209 -1.968 -0.454
Br: -2.934 1.461 0.018
Br: -2.924 -1.876 -0.306
H: -4.182 1.313 0.804

=====

No. 3
ORCA calculation (ωB97M-V/def2-TZVPD) on a molecular structure, CHBr3O in a non-equilibrium geometry.

Computed properties:
max |F|	2.9	eV/A
2S+1	3
orbital gap (spin up / spin down)	8.1 / 8.1	eV
LUMO energy (spin up / spin down)	0.26 / -2.19	eV
E_tot	-7835.81130	Ha
HOMO level (spin up / spin down)	-7.87 / -10.30	eV

Positions of all 6 atoms, in Å:
C: -0.607 0.527 -0.291
O: 1.419 -0.776 0.448
Br: 0.101 1.739 0.934
Br: -1.832 -0.711 0.189
Br: -0.585 0.958 -2.094
H: 1.504 -1.737 0.814

=====

No. 4
ORCA calculation (ωB97M-V/def2-TZVPD) on a single CHBrCl2 molecule in a non-equilibrium geometry.

Computed properties:
max |F|	5.9	eV/A
2S+1	3
orbital gap (spin up / spin down)	7.1 / 6.6	eV
LUMO energy (spin up / spin down)	0.80 / -4.39	eV
E_tot	-3532.90865	Ha
HOMO level (spin up / spin down)	-6.34 / -10.98	eV

Positions of all 5 atoms, in Å:
C: 0.141 0.045 0.069
Cl: 0.366 -1.015 1.501
Cl: 0.279 -0.938 -1.407
Br: -1.685 0.924 -0.087
H: 0.899 0.983 -0.076

=====

No. 5
ORCA calculation (ωB97M-V/def2-TZVPD) on a molecular structure, CHBrCl2O in a non-equilibrium geometry.

Computed properties:
max |F|	3.8	eV/A
orbital gap	10.9	eV
LUMO energy	0.05	eV
E_tot	-3608.33321	Ha
HOMO level	-10.84	eV

Positions of all 6 atoms, in Å:
C: 3.057 0.629 -0.455
O: 2.434 0.403 -1.442
Cl: 0.362 -0.401 0.484
Cl: 3.302 2.045 0.340
Br: 4.271 -0.771 0.193
H: 1.009 -1.016 1.421

=====

No. 6
ORCA calculation (ωB97M-V/def2-TZVPD) on 2 unconnected molecules or ions with the total composition CHBrCl2O in a non-equilibrium geometry.

Computed properties:
max |F|	2.8	eV/A
orbital gap	11.0	eV
LUMO energy	0.01	eV
structure (SMILES)	O=C(Cl)Br.Cl
E_tot	-3608.33366	Ha
HOMO level	-10.99	eV

Positions of all 6 atoms, in Å:
C: 1.052 -0.061 -1.385
O: 0.367 0.092 -2.311
Cl: -2.682 0.210 1.891
Cl: 1.816 -1.562 -0.930
Br: 1.510 1.519 -0.340
H: -2.063 -0.198 3.074

=====

No. 7
ORCA calculation (ωB97M-V/def2-TZVPD) on a molecular structure, CHBrCl2S in a non-equilibrium geometry.

Computed properties:
max |F|	2.8	eV/A
orbital gap	8.2	eV
LUMO energy	-1.55	eV
E_tot	-3931.24776	Ha
HOMO level	-9.79	eV

Positions of all 6 atoms, in Å:
C: 0.938 -0.627 -0.683
S: 0.460 -1.728 0.355
Cl: -2.153 0.534 1.392
Cl: 0.616 -0.487 -2.330
Br: 1.124 1.214 0.126
H: -0.985 1.093 1.139

=====

No. 8
ORCA calculation (ωB97M-V/def2-TZVPD) on 2 unconnected molecules or ions with the total composition CHBrClNO in a non-equilibrium geometry.

Computed properties:
max |F|	2.6	eV/A
orbital gap	9.6	eV
LUMO energy	-0.18	eV
structure (SMILES)	[O-][N+]#CCl.Br
E_tot	-3202.77223	Ha
HOMO level	-9.76	eV

Positions of all 6 atoms, in Å:
C: 1.140 -0.121 0.458
N: 0.688 -0.983 -0.215
O: 0.261 -2.088 -0.381
Cl: 1.882 1.311 0.555
Br: -1.926 1.564 0.082
H: -2.045 0.318 -0.499

=====

No. 9
ORCA calculation (ωB97M-V/def2-TZVPD) on a molecular structure, CHBrClNO2 in a non-equilibrium geometry.

Computed properties:
max |F|	4.7	eV/A
orbital gap	8.7	eV
LUMO energy	-2.43	eV
E_tot	-3277.96987	Ha
HOMO level	-11.10	eV

Positions of all 7 atoms, in Å:
C: -0.201 0.229 0.616
N: 0.225 0.229 -0.830
O: 1.364 0.605 -1.098
O: -0.577 -0.162 -1.602
Cl: 0.457 -2.024 0.721
Br: -1.867 0.642 0.952
H: 0.599 0.482 1.240

=====

No. 10
ORCA calculation (ωB97M-V/def2-TZVPD) on a single CHBrClNO2 molecule in a non-equilibrium geometry.

Computed properties:
max |F|	5.0	eV/A
orbital gap	10.6	eV
LUMO energy	-0.49	eV
structure (SMILES)	O=[N+]([O-])[C@H](Cl)Br
E_tot	-3278.00405	Ha
HOMO level	-11.12	eV

Positions of all 7 atoms, in Å:
C: 0.081 -0.336 0.506
N: -0.225 0.536 -0.714
O: -1.324 1.053 -0.689
O: 0.669 0.657 -1.515
Cl: 0.760 0.553 1.778
Br: 1.223 -1.788 -0.133
H: -1.184 -0.674 0.766

=====

No. 11
ORCA calculation (ωB97M-V/def2-TZVPD) on 2 unconnected molecules or ions with the total composition CHBrF2 in a non-equilibrium geometry.

Computed properties:
max |F|	6.4	eV/A
orbital gap	10.0	eV
LUMO energy	-0.06	eV
E_tot	-2812.33103	Ha
HOMO level	-10.10	eV

Positions of all 5 atoms, in Å:
C: 1.372 -0.789 0.062
F: 1.289 -1.592 -0.984
F: 1.242 -1.528 1.053
Br: 2.776 0.413 -0.009
H: -0.165 0.140 0.171

=====

No. 12
ORCA calculation (ωB97M-V/def2-TZVPD) on a single CHBrF2O molecule in a non-equilibrium geometry.

Computed properties:
max |F|	2.4	eV/A
orbital gap	10.1	eV
LUMO energy	-0.72	eV
structure (SMILES)	FC(F)OBr
E_tot	-2887.63244	Ha
HOMO level	-10.86	eV

Positions of all 6 atoms, in Å:
C: 0.037 0.266 -0.303
O: -0.398 -1.014 0.043
F: -0.338 0.540 -1.589
F: -0.575 1.171 0.497
Br: 0.250 -1.583 1.612
H: 1.023 0.620 -0.260